Molecular formula: C30H79BMnO15
Method: DFT, ωB97M-V/def2-TZVPD

```
126
Properties=species:S:1:pos:R:3:forces:R:3:lowdin_spin:R:1
Mn -2.000 4.158 -0.315 0.0845 -1.2300 2.3466 4.91
C -1.006 -0.695 1.136 0.9648 0.5197 -0.4419 0.00
C 0.111 0.036 0.327 -1.7962 0.8327 0.2404 0.00
O -0.266 1.321 -0.079 0.2967 0.7431 -0.3109 0.03
H -1.715 -1.047 0.387 -0.4551 0.0729 0.5306 0.00
H -1.381 0.038 1.850 -0.4783 -0.1411 -0.1445 0.00
H -0.580 -1.524 1.701 -0.0731 -0.2349 -0.0993 0.00
H 0.248 -0.559 -0.576 0.5961 -0.3099 -0.1488 0.00
H 0.994 0.068 0.966 0.4802 0.0186 -0.0383 0.00
B -3.960 3.787 1.826 1.1415 0.4729 -0.7680 0.02
H -4.233 3.415 0.851 -1.5625 -1.6598 -4.5571 0.01
H -3.012 3.314 2.032 4.1747 -2.0464 1.0947 0.01
H -3.778 4.849 1.770 0.6324 4.7389 -0.1951 0.01
H -4.675 3.535 2.594 -2.6833 -0.8942 2.5407 0.00
C -1.926 6.622 9.724 -0.8685 -1.0964 -0.1630 0.00
O -1.566 5.236 9.574 0.2840 0.2815 -0.3826 0.00
C -0.947 4.921 8.320 0.9822 -0.1574 0.9074 0.00
C -0.471 3.441 8.215 -1.2405 0.3722 -0.2773 0.00
O -1.496 2.516 7.786 1.1081 1.2096 0.5382 0.00
C -1.809 2.620 6.423 -0.7211 -1.2380 -0.2405 0.00
H -2.332 6.747 10.728 0.1631 -0.1959 0.0377 0.00
H -2.756 6.793 9.039 0.0072 0.4566 -0.2047 0.00
H -1.149 7.373 9.586 0.4318 -0.3261 -0.2450 0.00
H -0.042 5.525 8.258 0.4354 0.1157 0.0489 0.00
H -1.494 5.240 7.433 -0.7135 -0.2295 0.0747 0.00
H -0.068 3.047 9.149 -0.2665 0.2732 0.1445 0.00
H 0.358 3.457 7.508 0.0666 -0.1717 -0.3329 0.00
H -2.136 3.590 6.049 0.0474 0.2126 0.2952 0.00
H -2.626 1.906 6.318 -0.2770 0.2589 -0.2748 0.00
H -1.040 2.215 5.764 0.5486 0.2311 0.0496 0.00
C -0.328 -7.827 -2.167 0.2179 1.0047 1.6550 0.00
O -0.304 -7.530 -0.754 0.7084 -1.1763 0.4101 0.00
C 0.355 -8.539 0.067 -0.6684 0.4540 -0.3502 0.00
C 0.329 -8.091 1.498 -0.2210 1.5685 0.0780 0.00
O 1.245 -7.057 1.770 1.5350 0.0906 0.8497 0.00
C 1.110 -5.773 1.183 -1.3236 -0.8149 -0.3957 0.00
H -0.855 -8.768 -2.327 -0.0004 0.0774 -0.4007 0.00
H 0.689 -7.809 -2.559 0.0778 -0.4163 -0.1645 0.00
H -0.826 -6.932 -2.541 -0.3082 -0.4691 -0.5135 0.00
H 1.395 -8.696 -0.221 0.0855 0.0045 -0.3538 0.00
H -0.193 -9.481 0.034 -0.0827 -0.2525 -0.4072 0.00
H 0.556 -8.864 2.231 0.1154 -0.2447 -0.3592 0.00
H -0.666 -7.711 1.733 -0.4601 -0.0942 -0.0470 0.00
H 1.673 -5.014 1.726 0.2321 -0.4226 0.0384 0.00
H 0.051 -5.520 1.233 -0.1959 0.4218 -0.0517 0.00
H 1.355 -5.819 0.122 0.2938 0.2828 0.0096 0.00
C -0.202 1.226 -6.275 0.1186 -0.5162 -0.7619 0.00
O -0.836 1.856 -7.400 -0.5590 -0.7124 0.0797 0.00
C -1.587 0.915 -8.220 0.0175 1.5712 -1.0011 0.00
C -2.293 1.708 -9.428 0.4581 -0.4392 1.6757 0.00
O -1.397 2.248 -10.368 0.1011 -0.2101 0.6981 0.00
C -0.883 1.314 -11.310 -0.8999 0.8430 0.1552 0.00
H 0.730 0.761 -6.597 0.1167 -0.2195 -0.1409 0.00
H -0.827 0.440 -5.851 -0.1913 -0.0138 0.0693 0.00
H 0.090 1.895 -5.466 -0.4639 0.5505 -0.3520 0.00
H -2.318 0.376 -7.617 -0.2769 0.1617 0.0918 0.00
H -0.951 0.158 -8.677 0.4467 -0.0411 0.1418 0.00
H -2.885 2.521 -9.007 0.3636 0.2911 0.0979 0.00
H -3.054 1.081 -9.893 0.1481 -0.5586 -0.2311 0.00
H -0.143 1.907 -11.848 0.1450 -0.5835 -0.1359 0.00
H -1.724 1.057 -11.954 0.1311 -0.2596 -0.4601 0.00
H -0.505 0.391 -10.869 0.3503 0.1377 0.1009 0.00
C -10.664 -1.293 5.909 0.0185 1.0953 -0.5717 0.00
O -10.525 -0.531 4.666 0.4364 -0.3447 0.4493 0.00
C -9.680 -1.192 3.679 -0.2524 -1.3507 2.2178 0.00
C -8.200 -1.282 4.189 -0.8787 -0.0312 -1.5813 0.00
O -7.443 -1.949 3.157 0.0417 0.8741 0.9216 0.00
C -6.063 -1.837 3.469 0.2454 -0.3486 -0.5038 0.00
H -11.188 -0.699 6.658 -0.2594 0.4894 -0.4776 0.00
H -9.708 -1.459 6.405 0.1241 -0.5157 -0.3806 0.00
H -11.279 -2.185 5.784 0.3834 -0.3115 -0.2782 0.00
H -9.822 -0.804 2.670 0.3079 0.7491 0.4087 0.00
H -10.101 -2.196 3.625 0.3022 -0.4601 -0.2141 0.00
H -8.061 -1.823 5.125 -0.3926 -0.2643 0.0244 0.00
H -7.877 -0.262 4.400 0.3976 0.2204 -0.3523 0.00
H -5.470 -2.382 2.735 -0.2849 -0.0933 -0.1738 0.00
H -5.832 -2.289 4.434 -0.0673 0.1105 0.2935 0.00
H -5.714 -0.806 3.431 -0.1137 0.1933 0.2094 0.00
C -0.037 6.178 -3.099 0.8539 -1.1674 0.3537 0.00
O 0.146 5.563 -1.782 -0.8376 0.5293 -0.7411 0.01
C 1.337 6.012 -1.174 0.5337 -0.0922 0.4742 0.00
C 1.394 5.592 0.316 -0.7272 0.9476 -1.7857 0.00
O 0.079 5.774 0.872 0.0002 -0.6962 -2.0582 0.01
C 0.117 5.816 2.241 0.1925 0.4317 2.2545 0.00
H 0.054 7.264 -3.096 -0.1744 0.0027 0.3808 0.00
H -0.974 5.851 -3.549 -0.0263 0.0585 0.3666 0.00
H 0.775 5.763 -3.697 -0.0220 0.1914 -0.3767 0.00
H 1.521 7.070 -1.363 -0.9653 0.6061 0.6347 0.00
H 2.263 5.680 -1.645 -0.0532 -1.1409 -0.3368 0.00
H 2.102 6.321 0.710 0.0299 -0.2357 0.7227 0.00
H 1.760 4.569 0.398 -0.2147 -0.0604 0.3212 0.00
H 0.459 4.884 2.692 0.1158 -0.1694 -0.0514 0.00
H -0.847 6.056 2.690 -0.2364 -0.1391 -0.4738 0.00
H 0.784 6.625 2.536 0.2324 0.0293 0.2746 0.00
C 3.216 -3.423 -4.156 -1.0182 0.4577 -0.1772 0.00
O 4.229 -4.371 -4.366 0.1169 0.3966 0.0058 0.00
C 5.554 -3.849 -4.341 -1.1448 -1.0182 -0.7961 0.00
C 6.058 -3.264 -5.650 0.4012 0.8123 -0.4160 0.00
O 5.344 -2.157 -6.235 0.3171 -0.0922 1.0891 0.00
C 6.049 -1.415 -7.209 0.1850 -0.0601 -0.0812 0.00
H 3.194 -3.003 -3.150 0.3140 -0.0779 0.2820 0.00
H 2.240 -3.878 -4.321 0.1422 -0.5315 0.1724 0.00
H 3.182 -2.584 -4.852 0.6976 0.0914 -0.2277 0.00
H 6.149 -4.755 -4.221 0.3278 0.0605 0.1120 0.00
H 5.740 -3.234 -3.461 -0.1871 0.4282 -0.0929 0.00
H 6.191 -3.981 -6.460 -0.2215 -0.5544 0.2284 0.00
H 7.063 -3.007 -5.315 0.4941 0.6533 -0.4438 0.00
H 6.933 -0.870 -6.878 0.0612 0.0468 0.8431 0.00
H 5.364 -0.660 -7.596 -0.0672 -0.2705 -0.1442 0.00
H 6.461 -2.035 -8.005 -0.4245 -0.3365 -0.3338 0.00
C 6.489 -2.795 3.373 -0.4261 0.6626 -0.2730 0.00
O 6.585 -2.286 2.049 -0.9064 0.1666 -0.1819 0.00
C 5.732 -1.134 1.838 1.0882 -0.9404 -0.8527 0.00
C 5.931 -0.617 0.382 -0.0297 -0.0793 1.5919 0.00
O 7.316 -0.466 0.162 -0.4773 0.0585 0.5500 0.00
C 7.614 0.063 -1.090 0.3870 0.3000 -0.0475 0.00
H 5.465 -2.993 3.688 -0.4335 0.1583 -0.1869 0.00
H 6.872 -2.007 4.021 0.3407 -0.3554 0.5359 0.00
H 6.976 -3.765 3.474 0.5302 0.3793 -0.2439 0.00
H 5.997 -0.331 2.526 0.2659 0.1018 0.1500 0.00
H 4.693 -1.393 2.042 -0.2149 -0.0692 -0.2073 0.00
H 5.423 0.347 0.383 -0.0436 0.4042 -0.2410 0.00
H 5.436 -1.215 -0.383 0.1697 -0.4629 -0.0275 0.00
H 8.683 0.278 -1.099 0.0978 -0.5275 -0.2250 0.00
H 7.176 1.045 -1.272 -0.5896 0.1135 0.0392 0.00
H 7.294 -0.641 -1.858 0.2172 0.0832 -0.3998 0.00
```
Positions in Å, forces in eV/Å.

ΔE to the lowest compared entry with this formula, charge and spin in eV: 9.261
Frontier orbital gap (spin up / spin down) in eV: 4.085 / 4.150
Spin multiplicity: 6
E in a.u.: -3494.141101